(1)
# C27H50GeMnS3Si4

A molecular structure, C27H50GeMnS3Si4 in a non-equilibrium geometry (the ωB97M-V functional and the def2-TZVPD basis, the OMol25 dataset).

ORCA input file:
```
! wB97M-V def2-TZVPD RIJCOSX def2/J DEFGRID3
* xyz 2 6
Mn -0.017 1.095 -0.219
C 1.410 5.585 0.044
C 0.095 5.187 -0.610
S -0.229 3.401 -0.877
C 0.406 2.951 -2.515
C 1.895 2.638 -2.572
S 2.506 1.596 -1.213
C 2.995 2.758 0.106
C 3.769 4.014 -0.246
S 2.864 5.388 -1.008
H 1.547 5.083 1.002
H 1.332 6.654 0.256
H -0.026 5.637 -1.596
H -0.750 5.497 0.006
H 0.113 3.725 -3.226
H -0.170 2.061 -2.786
H 2.487 3.550 -2.593
H 2.105 2.085 -3.485
H 3.636 2.130 0.729
H 2.119 3.019 0.693
H 4.585 3.808 -0.939
H 4.221 4.376 0.679
C 0.564 -3.646 4.719
C 1.471 -2.610 4.892
C 1.512 -1.567 3.979
C 0.636 -1.548 2.887
C -0.260 -2.604 2.721
C -0.302 -3.646 3.632
Si 0.785 -0.089 1.804
C -0.220 1.442 2.148
C -1.623 1.428 2.054
C -2.369 2.543 2.406
C -1.723 3.685 2.860
C -0.336 3.718 2.970
C 0.413 2.611 2.606
H 0.537 -4.461 5.429
H 2.151 -2.619 5.732
H 2.235 -0.772 4.123
H -0.908 -2.633 1.854
H -0.996 -4.463 3.494
H 2.185 0.370 1.802
H -2.137 0.527 1.736
H -3.448 2.519 2.339
H -2.303 4.552 3.144
H 0.155 4.603 3.352
H 1.491 2.641 2.704
C -3.099 -2.135 1.742
Si -2.764 -1.600 -0.003
C -3.628 0.061 -0.264
C -3.519 -2.850 -1.142
Ge -0.419 -1.241 -0.617
Si 1.185 -3.136 -0.583
C 2.158 -3.067 -2.168
C 0.153 -4.658 -0.378
C 2.510 -2.987 0.715
Si -0.662 -1.006 -3.129
C -2.108 0.140 -3.347
C -1.080 -2.733 -3.645
C 0.872 -0.350 -3.941
H -4.182 -2.086 1.880
H -2.641 -1.505 2.506
H -2.794 -3.167 1.924
H -4.316 0.268 0.558
H -4.223 0.051 -1.177
H -2.946 0.916 -0.337
H -4.575 -2.924 -0.867
H -3.079 -3.841 -1.027
H -3.477 -2.566 -2.189
H 1.585 -3.224 -3.071
H 2.938 -3.831 -2.146
H 2.660 -2.101 -2.239
H -0.491 -4.844 -1.236
H -0.471 -4.583 0.515
H 0.799 -5.531 -0.256
H 2.863 -1.961 0.838
H 3.361 -3.578 0.366
H 2.216 -3.365 1.686
H -3.055 -0.386 -3.240
H -2.069 0.544 -4.364
H -2.119 0.978 -2.652
H -1.516 -3.339 -2.859
H -0.218 -3.257 -4.042
H -1.824 -2.645 -4.442
H 0.669 0.610 -4.416
H 1.192 -1.046 -4.718
H 1.707 -0.243 -3.253
*
```

**Gap between HOMO and LUMO (alpha / beta)**: 7.263 / 6.746 eV
**ΔE to the lowest compared entry with this formula, charge and spin**: 143.4 kJ/mol

Let us look at the natural (NBO) charges, expressed in e, one per atom: 0.86, -0.57, -0.46, 0.17, -0.52, -0.57, 0.27, -0.54, -0.55, 0.24, 0.23, 0.26, 0.25, 0.25, 0.27, 0.23, 0.27, 0.26, 0.25, 0.21, 0.26, 0.25, -0.16, -0.21, -0.11, -0.61, -0.19, -0.20, 1.26, -0.67, -0.20, -0.17, -0.15, -0.22, -0.11, 0.24, 0.24, 0.21, 0.22, 0.23, -0.15, 0.24, 0.24, 0.24, 0.24, 0.22, -1.14, 1.44, -1.11, -1.14, -0.79, 1.51, -1.14, -1.15, -1.13, 1.61, -1.16, -1.16, -1.18, 0.26, 0.24, 0.25, 0.25, 0.26, 0.19, 0.27, 0.25, 0.24, 0.23, 0.27, 0.24, 0.25, 0.24, 0.27, 0.23, 0.26, 0.25, 0.26, 0.27, 0.22, 0.26, 0.26, 0.27, 0.24, 0.28, 0.24

(2)
# C5H8BEuIO5

A molecular structure, C5H8BEuIO5 in a non-equilibrium geometry (the ωB97M-V functional and the def2-TZVPD basis, the OMol25 dataset).

ORCA input file:
```
! wB97M-V def2-TZVPD RIJCOSX def2/J DEFGRID3
* xyz 3 7
C 2.465 -0.457 0.230
C 1.788 0.125 -1.063
B 0.632 1.142 -0.461
O 1.080 2.356 -0.096
C -0.916 0.771 -0.255
I -2.511 2.447 -0.880
O -1.075 0.839 1.226
C -1.441 -0.401 1.625
O -1.094 -1.020 2.526
O -2.364 -0.786 0.552
C -1.427 -0.637 -0.614
O -0.525 -1.689 -0.405
H 3.560 -0.461 0.107
H 2.207 0.163 1.117
H 2.010 -1.440 0.408
H 1.367 -0.699 -1.662
H 2.512 0.660 -1.698
H 0.819 3.070 -0.715
H -1.896 -0.818 -1.594
H -1.055 -2.477 -0.186
Eu -4.136 -0.688 1.838
*
```

**Gap between HOMO and LUMO (alpha / beta)**: 6.042 / 6.165 eV

Let us look at the natural (NBO) charges, expressed in e, one per atom: -0.58, -0.53, 1.02, -0.71, -0.28, 0.55, -0.51, 0.91, -0.39, -0.76, 0.31, -0.69, 0.32, 0.26, 0.26, 0.29, 0.30, 0.56, 0.25, 0.51, 1.92

(3)
# C13H22Br2ClN2O9P2S

A molecular structure, C13H22Br2ClN2O9P2S in a non-equilibrium geometry (the ωB97M-V functional and the def2-TZVPD basis, the OMol25 dataset).

ORCA input file:
```
! wB97M-V def2-TZVPD RIJCOSX def2/J DEFGRID3
* xyz -1 1
C 5.561 0.095 -0.951
C 5.569 1.664 -0.985
O 4.391 2.224 -0.426
C 3.426 2.583 -1.422
C 2.034 2.742 -0.655
O 1.477 1.470 -0.639
P -0.203 1.116 -0.599
C -2.087 1.053 -0.769
C -2.732 0.353 -2.029
N -0.331 2.128 -2.162
C 0.202 1.612 -3.107
O 0.450 1.175 -4.150
O 0.076 -0.307 -1.641
C -0.363 -1.449 -1.214
N -0.911 -2.345 -0.782
C -0.093 0.100 1.010
Br -1.518 0.003 2.380
C 0.984 -0.630 1.396
C 2.241 -0.852 0.547
Br 1.100 -1.592 3.117
P -0.473 2.949 0.710
O -2.026 3.083 1.347
Cl 0.664 2.755 2.500
H 4.758 -0.337 -1.583
H 5.485 -0.289 0.091
H 6.556 -0.244 -1.330
H 5.816 2.063 -1.994
H 6.407 1.966 -0.304
H 3.687 3.510 -1.984
H 3.341 1.703 -2.113
H 2.381 3.177 0.318
H 1.556 3.583 -1.198
H -2.693 0.753 0.100
H -2.396 2.113 -0.982
H -2.069 0.147 -2.886
H -3.641 0.888 -2.400
H -3.119 -0.640 -1.680
H 3.039 -0.147 0.884
H 2.110 -0.819 -0.546
H 2.643 -1.871 0.781
H -2.602 3.595 0.761
C -3.980 -3.460 1.191
C -3.355 -3.736 2.542
O -4.314 -3.259 3.494
S -5.796 -3.463 2.899
O -6.336 -4.668 3.431
O -6.486 -2.223 2.974
O -5.379 -3.734 1.368
H -3.868 -2.411 0.910
H -3.564 -4.089 0.407
H -2.401 -3.227 2.667
H -3.221 -4.808 2.707
*
```

**Gap between HOMO and LUMO**: 7.297 eV

Let us look at the natural (NBO) charges, expressed in e, one per atom: -0.64, -0.06, -0.55, -0.08, -0.10, -0.83, 1.60, -0.76, -0.62, -0.84, 0.84, -0.55, -0.77, 0.60, -0.49, -0.40, 0.03, -0.08, -0.67, -0.01, 0.76, -1.00, -0.34, 0.21, 0.21, 0.20, 0.17, 0.17, 0.16, 0.17, 0.20, 0.20, 0.24, 0.21, 0.21, 0.20, 0.20, 0.24, 0.24, 0.22, 0.49, -0.10, -0.11, -0.68, 2.54, -0.91, -0.90, -0.69, 0.21, 0.22, 0.24, 0.18

(4)
# C18H28N4

A gas-phase ion, C18H28N4 (charge +2) in a non-equilibrium geometry (the ωB97M-V functional and the def2-TZVPD basis, the OMol25 dataset).

ORCA input file:
```
! wB97M-V def2-TZVPD RIJCOSX def2/J DEFGRID3
* xyz 2 1
C -0.540 -0.603 -5.420
C 0.241 0.761 -5.434
C 1.421 0.894 -4.588
C 1.124 0.808 -3.083
N 0.255 1.558 -2.293
C -0.898 2.361 -2.875
C 0.275 1.064 -1.008
C -0.289 1.526 0.194
C -0.073 0.816 1.366
C 0.803 -0.202 1.381
C 1.496 -0.634 0.231
C 1.160 -0.059 -0.953
N 1.706 -0.045 -2.252
C 2.552 -1.234 -2.575
N 0.659 -0.787 2.674
C 1.329 -2.025 3.032
C -0.231 -0.040 3.373
C -0.605 -0.177 4.761
C -2.003 -0.902 4.897
C -1.891 -2.359 4.443
N -0.697 0.902 2.568
C -1.599 2.018 2.874
H 0.217 -1.386 -5.324
H -1.041 -0.702 -4.430
H -1.264 -0.870 -6.062
H -0.531 1.498 -5.225
H 0.609 1.059 -6.418
H 2.262 0.356 -4.938
H 1.715 1.925 -4.707
H -0.527 3.236 -3.436
H -1.499 2.871 -1.962
H -1.575 1.685 -3.474
H -1.043 2.341 0.121
H 2.215 -1.476 0.285
H 2.419 -1.425 -3.591
H 3.616 -1.013 -2.446
H 2.371 -2.154 -2.034
H 1.442 -2.630 2.143
H 2.274 -1.938 3.594
H 0.703 -2.493 3.681
H -0.502 0.717 5.315
H 0.139 -0.900 5.182
H -2.335 -0.885 5.934
H -2.771 -0.375 4.451
H -1.377 -2.487 3.459
H -1.340 -2.813 5.187
H -2.821 -2.914 4.477
H -1.170 2.601 3.768
H -1.677 2.810 2.100
H -2.706 1.718 3.035
*
```

**Gap between HOMO and LUMO**: 8.848 eV
**ΔE to the lowest compared entry with this formula, charge and spin**: 211.6 kJ/mol

Let us look at the natural (NBO) charges, expressed in e, one per atom: -0.59, -0.40, -0.47, 0.57, -0.34, -0.43, 0.14, -0.22, 0.18, 0.12, -0.24, 0.19, -0.32, -0.42, -0.29, -0.42, 0.56, -0.49, -0.38, -0.61, -0.32, -0.46, 0.20, 0.18, 0.24, 0.21, 0.25, 0.26, 0.27, 0.25, 0.24, 0.24, 0.24, 0.26, 0.23, 0.24, 0.24, 0.23, 0.24, 0.23, 0.27, 0.25, 0.24, 0.21, 0.18, 0.22, 0.25, 0.25, 0.25, 0.26

(5)
# C7H11N2S

A gas-phase ion, C7H11N2S (charge +1) in a non-equilibrium geometry (the ωB97M-V functional and the def2-TZVPD basis, the OMol25 dataset).

ORCA input file:
```
! wB97M-V def2-TZVPD RIJCOSX def2/J DEFGRID3
* xyz 1 1
C -2.731 1.342 -0.191
C -3.455 0.206 -0.531
C 1.038 -0.118 1.523
C -0.016 -0.745 0.601
C 1.227 -0.212 -0.023
C 2.356 -1.095 -0.412
C 1.046 0.932 -0.893
N -1.544 1.074 0.351
N -1.273 -0.206 0.477
S -2.644 -1.208 0.098
H -3.125 2.302 -0.118
H -4.481 0.043 -0.889
H 0.665 0.794 1.868
H 1.516 -0.791 2.129
H 0.056 -1.863 0.723
H 3.355 -0.670 -0.247
H 2.387 -1.310 -1.414
H 2.369 -2.072 0.219
H 2.101 1.294 -1.031
H 0.525 1.830 -0.435
H 0.630 0.474 -1.803
*
```

**Gap between HOMO and LUMO**: 8.239 eV
**ΔE to the lowest compared entry with this formula, charge and spin**: 326.9 kJ/mol

Let us look at the natural (NBO) charges, expressed in e, one per atom: -0.06, -0.33, -0.37, -0.13, -0.01, -0.60, -0.64, -0.10, -0.18, 0.74, 0.26, 0.29, 0.23, 0.23, 0.26, 0.24, 0.22, 0.21, 0.25, 0.25, 0.22

(6)
# C10H11BFeO3

A molecular structure, C10H11BFeO3 in a non-equilibrium geometry (the ωB97M-V functional and the def2-TZVPD basis, the OMol25 dataset).

ORCA input file:
```
! wB97M-V def2-TZVPD RIJCOSX def2/J DEFGRID3
* xyz 2 5
O 3.654 -0.794 7.256
C 2.594 -0.313 7.341
Fe 1.371 0.746 7.286
C 2.168 2.306 6.891
O 2.794 3.211 6.480
C 1.099 0.596 5.605
O 1.176 0.513 4.448
C -2.022 2.836 7.761
C -2.648 1.646 7.417
C -1.855 0.414 7.027
C -0.534 -0.122 7.717
C -0.004 0.498 8.861
C 0.070 1.930 8.895
C -0.651 2.856 8.112
H -2.597 3.741 7.683
H -3.692 1.620 7.067
H -2.580 -0.504 7.048
H -0.389 -1.177 7.387
H 0.386 -0.156 9.668
H 0.687 2.297 9.743
H -0.096 3.748 7.826
H -1.483 0.945 6.082
B -2.367 -2.795 4.258
H -2.442 -2.723 5.483
H -3.055 -1.873 3.868
H -1.233 -2.419 4.046
*
```

**Gap between HOMO and LUMO (alpha / beta)**: 6.919 / 4.879 eV
**ΔE to the lowest compared entry with this formula, charge and spin**: 145.8 kJ/mol

Let us look at the natural (NBO) charges, expressed in e, one per atom: -0.25, 0.50, 0.42, 0.51, -0.28, 0.51, -0.30, -0.15, 0.04, -0.54, -0.12, -0.36, -0.11, -0.19, 0.29, 0.27, 0.32, 0.30, 0.31, 0.30, 0.25, 0.30, 0.31, -0.12, -0.08, -0.10